Here is an isolated ion of composition C2H3N4 and charge +1 from the OMol25 dataset. Energies are from ωB97M-V/def2-TZVPD.

XYZ file:
```
9
Properties=species:S:1:pos:R:3:forces:R:3
H -1.9327 -0.1584 0.8570 0.6 -0.1 -0.4
C -1.2966 0.0318 -0.0306 -2.7 -1.0 0.2
H -1.5116 -0.6703 -0.8190 -0.7 -0.4 -0.3
H -1.5479 1.0156 -0.4127 0.5 0.2 0.1
C 1.1109 1.1131 -0.2088 -1.8 -3.6 0.9
N 0.0700 -0.1260 0.1956 3.6 5.2 -0.8
N 2.2591 0.5600 -0.1129 0.2 1.5 0.3
N 1.9935 -0.6682 0.1293 1.9 -1.0 -0.5
N 0.8554 -1.0975 0.4021 -1.5 -0.7 0.5
```
Forces are in eV/Å.

LUMO energy (alpha / beta) in eV: -9.1 / -9.6
HOMO energy (alpha / beta) in eV: -17.19 / -17.18
Relative energy (zero: lowest compared OMol25 entry of this formula, charge and spin) in kJ/mol: 467.2
Orbital gap (alpha / beta) in Eh: 0.297 / 0.277
SMILES: C[N+]1=C=NN=N1
Charge: +1

These are the Mulliken partial charges, in e, on atoms 1 to 8: 0.298 -0.605 0.342 0.300 0.304 0.422 -0.118 0.274